Entry 1:
12
Properties=species:S:1:pos:R:3:forces:R:3 method="wB97M-V/def2-TZVPD" smiles=O.O.O.O energy_ha=-305.721101 charge=0 e_homo_ev=-11.337 de_lowest_ev=1.581 fmax_ev_per_a=3.669 molar_mass_g_mol=72.1
H -0.96709 -0.62406 -0.34115 1.6 0.1 1.1
H -2.40952 -0.86341 -0.15846 -0.1 0.0 -0.2
H 0.60273 1.77844 0.26576 0.1 -1.9 -0.2
H 0.41202 0.32802 -0.32152 -0.9 -0.5 -2.2
H 0.18486 1.69309 -3.50949 -0.2 -0.4 0.1
H 1.23062 0.63712 -3.47367 1.0 -0.4 -0.1
H 0.27901 -0.54156 4.20391 0.9 -2.0 -1.2
H 0.40983 -1.98491 3.40387 -0.5 0.5 0.3
O -1.74018 -0.73599 -0.83964 -1.8 -0.3 -0.8
O 0.81949 0.80663 0.34900 1.0 2.7 2.2
O 0.29773 0.74056 -3.35822 -0.7 0.8 0.1
O 0.88050 -1.23391 3.77962 -0.4 1.5 0.9

Entry 2:
35
Properties=species:S:1:pos:R:3:forces:R:3 method="wB97M-V/def2-TZVPD" smiles="O=C(NCCc1c[nH]c2ccc(Cl)cc12)c1cccnc1" energy_ha=-1317.847944 charge=0 e_homo_ev=-8.052 de_lowest_ev=0.267 fmax_ev_per_a=0.620 molar_mass_g_mol=299.8
O -0.20857 -0.31602 -1.67307 0.1 -0.1 -0.1
C -1.09509 0.33858 -1.16361 -0.2 0.0 -0.1
N -0.99133 1.66531 -0.90690 -0.1 0.4 0.1
H -1.74739 2.13552 -0.43575 0.0 -0.1 -0.1
C 0.27251 2.35800 -0.97398 0.2 0.1 0.1
H 0.11275 3.36045 -1.37988 0.1 -0.1 0.0
H 0.90858 1.78299 -1.64977 0.0 0.1 0.0
C 0.93327 2.43346 0.41519 -0.1 -0.3 -0.2
C 1.17474 1.05165 0.92210 -0.2 0.2 0.3
C 0.37574 0.31890 1.75079 0.1 0.4 0.0
N 0.87743 -0.94535 1.89791 -0.3 -0.3 0.2
C 2.00611 -1.06321 1.14196 0.4 0.2 -0.4
C 2.85785 -2.14330 0.94956 0.0 0.0 0.0
C 3.94164 -1.96796 0.11838 -0.1 -0.1 0.1
C 4.16517 -0.73592 -0.50353 -0.1 0.1 0.0
C 3.33340 0.34578 -0.32727 0.0 -0.2 0.0
C 2.23095 0.18326 0.51023 0.0 -0.5 0.3
H 3.53004 1.28265 -0.82372 0.1 0.1 -0.1
Cl 5.55057 -0.57784 -1.53373 0.2 0.0 -0.2
H 4.62709 -2.78056 -0.06301 0.1 -0.1 0.0
H 2.67633 -3.09242 1.43074 0.0 -0.1 0.0
H 0.45517 -1.68220 2.43592 0.0 0.1 -0.1
H -0.51658 0.61297 2.27153 -0.1 0.1 0.1
H 1.87554 2.97532 0.32742 0.0 0.1 0.1
H 0.28118 2.97892 1.10179 0.1 0.1 0.0
C -2.42229 -0.26094 -0.82657 -0.2 -0.3 0.2
C -3.19762 0.12969 0.26074 0.1 -0.1 -0.2
C -4.39687 -0.52183 0.49721 0.0 0.0 0.0
C -4.77330 -1.54337 -0.36249 -0.1 0.2 0.3
N -4.03916 -1.93252 -1.39105 -0.2 -0.4 -0.3
C -2.89670 -1.31332 -1.61108 0.4 0.3 0.0
H -2.31194 -1.65785 -2.45307 0.1 0.0 0.0
H -5.70046 -2.08234 -0.21867 -0.1 0.0 0.1
H -5.02156 -0.24804 1.33364 -0.1 0.0 0.1
H -2.86716 0.91154 0.93200 0.0 0.1 0.0

Entry 3:
40
Properties=species:S:1:pos:R:3:forces:R:3 method="wB97M-V/def2-TZVPD" energy_ha=-2067.746345 charge=+3 e_homo_ev="-18.403 / -18.415" fmax_ev_per_a=1.163 molar_mass_g_mol=309.3 multiplicity=3
V 1.19454 -0.39434 -0.38857 -0.1 0.3 0.3
C 3.12305 -0.52381 1.70932 -0.1 0.1 -0.1
C 3.72652 -1.16671 0.46673 0.0 0.0 -0.3
N 3.19746 -0.56973 -0.83312 0.5 -0.1 0.1
C 3.83519 0.72040 -1.29638 -0.1 -0.2 0.1
C 3.39631 1.93459 -0.49126 0.0 0.0 0.0
S 1.57429 1.94263 -0.20589 0.1 0.0 -0.1
C 1.41500 2.06912 1.61975 0.0 0.0 0.0
C 1.02997 0.75326 2.30380 0.1 -0.1 -0.1
N 1.61376 -0.44129 1.59900 0.3 -0.1 0.1
H 3.39445 -1.10556 2.58904 0.0 0.0 0.0
H 3.49792 0.48289 1.86376 0.0 0.0 0.0
H 4.81404 -1.09044 0.49305 0.0 0.0 0.0
H 3.48296 -2.23028 0.42947 0.0 0.0 0.0
H 3.41590 -1.25891 -1.55546 0.1 0.0 0.0
H 4.92096 0.62277 -1.25911 0.0 0.0 0.0
H 3.55568 0.83394 -2.34332 0.0 0.0 0.0
H 3.87853 2.00559 0.48012 0.0 0.0 0.0
H 3.63200 2.84601 -1.03918 0.0 0.0 0.0
H 2.35856 2.48062 1.97429 0.0 0.0 0.0
H 0.65271 2.82357 1.80559 0.0 0.0 0.0
H 1.37715 0.75636 3.33790 0.0 0.0 0.0
H -0.04922 0.62072 2.31191 0.0 0.0 0.0
H 1.21811 -1.28024 2.02829 0.0 0.0 0.1
N -0.67570 -0.43955 -0.52779 -1.0 -0.2 -0.5
C -1.81282 -0.55502 -0.89112 0.6 0.1 0.2
N -2.99394 -0.67771 -1.26678 -0.5 0.0 -0.1
C -3.74271 -2.00822 -1.22255 0.3 0.2 -0.1
C -4.97455 -1.80263 -0.36260 -0.2 0.1 0.0
O -5.75255 -0.74007 -0.86178 0.1 0.0 0.0
C -5.08612 0.49730 -0.77492 -0.2 -0.1 0.1
C -3.86844 0.50713 -1.67787 0.3 -0.3 0.0
H -3.06996 -2.77323 -0.84153 0.0 0.0 0.0
H -4.00266 -2.21953 -2.25861 0.0 0.0 0.0
H -4.70043 -1.62812 0.68488 0.0 0.0 0.0
H -5.58085 -2.70561 -0.41670 0.0 0.0 0.0
H -4.80808 0.71922 0.26286 0.0 0.0 0.0
H -5.77474 1.26654 -1.12119 0.0 0.0 0.0
H -3.27716 1.41733 -1.60875 0.0 0.0 0.1
H -4.13515 0.31104 -2.71531 0.0 0.0 0.0

Entry 4:
7
Properties=species:S:1:pos:R:3:forces:R:3 method="wB97M-V/def2-TZVPD" energy_ha=-1325.124206 charge=-1 e_homo_ev=-3.606 de_lowest_ev=2.685 fmax_ev_per_a=6.650 molar_mass_g_mol=156.9
O -0.47569 -1.84598 0.66938 1.1 2.2 -5.5
O -2.39430 1.02203 0.43381 -2.0 0.0 2.4
O 2.47649 -0.26735 0.70664 -0.2 0.4 -0.6
O 0.14683 0.98612 0.02216 1.1 -0.5 0.2
P -1.34051 0.96425 -0.53737 0.3 1.4 -3.1
P 1.77112 0.24380 -0.50821 0.1 -0.4 0.8
P -0.18393 -1.10287 -0.78642 -0.5 -3.1 5.9